{"formula": "C48H94As3Cl3GeO2SeSi4Ti", "method": "wB97M-V/def2-TZVPD", "gap_ev": 7.47, "total_charge": 0, "lumo_energy_ev": -0.53, "homo_ev": -7.998, "symbols": ["Ti", "C", "C", "C", "C", "C", "C", "C", "Se", "C", "C", "C", "C", "C", "C", "O", "C", "C", "C", "C", "C", "C", "C", "C", "C", "O", "C", "C", "C", "C", "C", "C", "H", "H", "H", "H", "H", "H", "H", "H", "H", "H", "H", "H", "H", "H", "H", "H", "H", "H", "H", "H", "H", "H", "H", "H", "H", "H", "H", "H", "H", "H", "H", "H", "H", "H", "H", "H", "H", "H", "H", "H", "C", "As", "C", "C", "C", "C", "C", "As", "C", "C", "C", "As", "C", "C", "H", "H", "H", "H", "H", "H", "H", "H", "H", "H", "H", "H", "H", "H", "H", "H", "H", "H", "H", "H", "H", "H", "H", "H", "H", "H", "H", "C", "Si", "C", "C", "Si", "Si", "C", "C", "C", "Si", "C", "C", "C", "H", "H", "H", "H", "H", "H", "H", "H", "H", "H", "H", "H", "H", "H", "H", "H", "H", "H", "H", "H", "H", "H", "H", "H", "H", "H", "H", "Cl", "Ge", "Cl", "Cl"], "positions_angstrom": [[-0.9329, 0.2606, -0.2373], [0.3539, -2.5237, -7.2145], [1.2864, -2.9913, -6.0889], [2.7445, -2.8411, -6.5417], [1.0192, -4.4718, -5.8178], [1.0299, -2.1317, -4.8532], [0.4213, -2.6236, -3.7030], [0.1813, -1.7815, -2.6349], [-0.8080, -2.4333, -1.1316], [-2.5263, -2.1522, -1.9166], [-3.1839, -3.2255, -2.4897], [-4.4192, -3.0340, -3.0952], [-4.9326, -1.7429, -3.0995], [-4.3042, -0.6307, -2.5380], [-3.0737, -0.8706, -1.9192], [-2.3985, 0.0984, -1.2404], [-5.0319, 0.7153, -2.5105], [-6.0288, 0.8266, -3.6716], [-5.8012, 0.7835, -1.1838], [-4.0798, 1.9146, -2.6222], [-5.2355, -4.1837, -3.6842], [-6.4455, -4.4329, -2.7725], [-5.7224, -3.8227, -5.0931], [-4.4186, -5.4718, -3.7765], [0.5597, -0.4327, -2.6554], [0.3564, 0.2741, -1.5166], [1.1633, 0.0991, -3.7958], [1.3670, -0.7864, -4.8582], [1.6480, 1.5397, -3.9823], [3.1584, 1.5208, -4.2659], [0.9105, 2.1618, -5.1786], [1.4250, 2.4569, -2.7804], [0.5325, -3.1041, -8.1222], [0.5161, -1.4705, -7.4492], [-0.6919, -2.6463, -6.9278], [2.9420, -3.5030, -7.3868], [3.4337, -3.0995, -5.7363], [2.9675, -1.8237, -6.8632], [1.2715, -5.0561, -6.7039], [-0.0320, -4.6605, -5.5926], [1.6203, -4.8460, -4.9870], [0.1082, -3.6564, -3.6341], [-2.7220, -4.2017, -2.4497], [-5.9009, -1.5887, -3.5524], [-6.8921, 0.1714, -3.5496], [-5.5562, 0.5982, -4.6288], [-6.4109, 1.8471, -3.7180], [-6.5533, -0.0050, -1.1287], [-6.3031, 1.7488, -1.0827], [-5.1248, 0.6564, -0.3360], [-3.3912, 1.8010, -3.4634], [-3.4873, 2.0653, -1.7246], [-4.6640, 2.8215, -2.7920], [-7.0792, -3.5466, -2.7120], [-6.1239, -4.6814, -1.7600], [-7.0502, -5.2572, -3.1572], [-6.4163, -2.9824, -5.0842], [-6.2458, -4.6726, -5.5358], [-4.8845, -3.5629, -5.7425], [-4.1156, -5.8339, -2.7931], [-3.5221, -5.3389, -4.3859], [-5.0243, -6.2531, -4.2383], [1.8363, -0.3844, -5.7466], [3.4006, 0.9861, -5.1847], [3.6994, 1.0438, -3.4462], [3.5275, 2.5436, -4.3672], [1.0992, 1.6247, -6.1081], [1.2403, 3.1935, -5.3174], [-0.1676, 2.1697, -5.0068], [1.9685, 2.1258, -1.8955], [0.3722, 2.5465, -2.5110], [1.7909, 3.4490, -3.0482], [1.5956, -2.8965, 1.0884], [1.7654, -0.9446, 1.2020], [2.9786, -0.7588, -0.3353], [3.2450, -0.7445, 2.5289], [3.2681, -1.1303, 4.0270], [4.4228, -0.3214, 4.6424], [2.0018, -0.7337, 4.7851], [0.3563, -1.7460, 4.4005], [0.5206, -3.2212, 5.6878], [-0.7953, -0.6248, 5.5251], [3.5283, -2.6307, 4.2241], [5.3329, -3.3276, 3.7819], [4.9680, -4.0961, 2.0073], [5.0971, -5.0107, 4.7645], [2.4544, -3.3669, 1.5619], [1.5927, -3.1935, 0.0398], [0.6738, -3.2326, 1.5570], [3.9334, -1.2421, -0.1257], [3.1468, 0.2915, -0.5706], [2.5203, -1.2363, -1.1999], [3.5157, 0.3112, 2.4262], [4.0572, -1.2943, 2.0418], [4.1582, 0.7382, 4.6671], [5.3474, -0.4290, 4.0745], [4.6217, -0.6463, 5.6669], [1.7623, 0.3048, 4.5565], [2.1791, -0.7837, 5.8653], [0.9122, -2.8811, 6.6476], [1.1535, -4.0135, 5.2948], [-0.4832, -3.6225, 5.8375], [-0.2259, -0.1998, 6.3524], [-1.5976, -1.2450, 5.9233], [-1.2331, 0.1804, 4.9398], [2.7965, -3.2308, 3.6796], [3.3888, -2.8723, 5.2828], [4.8747, -3.3139, 1.2545], [4.0607, -4.7013, 2.0176], [5.8109, -4.7299, 1.7319], [5.1042, -4.8090, 5.8350], [5.9245, -5.6799, 4.5326], [4.1574, -5.4932, 4.4936], [0.7217, 5.2992, -1.0975], [-1.0438, 4.7347, -0.6809], [-1.9943, 4.6358, -2.3061], [-1.7912, 6.2173, 0.2231], [-1.0691, 2.7973, 0.6883], [0.6893, 3.2785, 2.1415], [0.3862, 2.3495, 3.7536], [0.8447, 5.0996, 2.6062], [2.3670, 2.7855, 1.4251], [-3.0325, 3.1864, 1.9810], [-2.7751, 4.6242, 3.1817], [-3.6636, 1.7870, 3.0777], [-4.4534, 3.6214, 0.8216], [0.8460, 5.3244, -2.1813], [1.5247, 4.6936, -0.6825], [0.8545, 6.3212, -0.7329], [-1.8565, 5.5979, -2.8092], [-3.0632, 4.4847, -2.1566], [-1.6307, 3.8528, -2.9736], [-1.6558, 7.0722, -0.4474], [-1.2879, 6.4504, 1.1622], [-2.8592, 6.1182, 0.4189], [-0.3581, 2.8608, 4.3693], [1.3142, 2.3011, 4.3318], [0.0260, 1.3325, 3.5793], [0.0088, 5.4387, 3.2202], [0.9570, 5.7812, 1.7623], [1.7524, 5.1688, 3.2162], [2.3349, 1.8224, 0.9145], [3.1219, 2.7402, 2.2148], [2.7010, 3.5246, 0.6945], [-1.9386, 4.4459, 3.8633], [-3.6803, 4.6940, 3.7925], [-2.6182, 5.5907, 2.7048], [-4.3741, 2.2451, 3.7725], [-2.8828, 1.3038, 3.6621], [-4.1883, 1.0129, 2.5168], [-4.2436, 4.4686, 0.1681], [-5.3435, 3.8616, 1.4105], [-4.6992, 2.7689, 0.1896], [-1.9518, -0.6481, 1.6521], [-2.9537, -2.7348, 2.9556], [-2.0070, -4.2296, 1.5960], [-4.8795, -2.4889, 1.8624]], "lowdin_charge": [0.49, -0.04, -0.56, -0.05, -0.06, -0.16, -0.04, -0.38, 1.11, -0.37, -0.04, -0.15, 0.03, -0.07, -0.27, -0.28, -0.51, -0.06, -0.03, -0.06, -0.56, -0.04, -0.05, -0.06, -0.31, -0.32, -0.07, 0.02, -0.52, -0.04, -0.03, -0.06, 0.09, 0.08, 0.09, 0.08, 0.09, 0.07, 0.09, 0.08, 0.09, 0.10, 0.10, 0.10, 0.08, 0.10, 0.09, 0.09, 0.09, 0.08, 0.10, 0.05, 0.09, 0.08, 0.09, 0.09, 0.08, 0.08, 0.09, 0.09, 0.09, 0.09, 0.10, 0.08, 0.09, 0.09, 0.08, 0.09, 0.09, 0.08, 0.07, 0.08, -0.34, 1.12, -0.28, -0.33, -0.68, -0.10, -0.37, 1.08, -0.32, -0.32, -0.39, 1.13, -0.35, -0.35, -0.01, 0.00, -0.04, 0.03, 0.02, 0.02, 0.06, 0.04, 0.08, 0.06, 0.09, 0.04, 0.09, 0.03, 0.01, 0.01, 0.03, 0.02, -0.02, 0.05, 0.07, 0.00, 0.02, 0.02, 0.01, 0.02, 0.02, -0.22, 0.35, -0.22, -0.22, 0.41, 0.32, -0.22, -0.20, -0.21, 0.35, -0.21, -0.24, -0.20, 0.02, 0.00, 0.03, 0.04, 0.01, 0.01, 0.04, 0.01, 0.01, 0.03, 0.03, -0.01, 0.02, 0.01, 0.04, -0.03, 0.03, 0.02, 0.01, 0.03, 0.01, 0.03, -0.01, 0.00, 0.01, 0.04, -0.01, 0.03, 0.13, -0.08, -0.10]}